(1)
{
  "formula": "C21H47Br14FN2Si",
  "method": "ωB97M-V/def2-TZVPD",
  "symbols": ["C", "Si", "F", "C", "C", "N", "C", "C", "C", "C", "N", "H", "H", "H", "H", "H", "H", "H", "H", "H", "H", "H", "H", "H", "H", "H", "H", "H", "H", "H", "Br", "C", "C", "Br", "H", "H", "H", "H", "Br", "C", "C", "Br", "H", "H", "H", "H", "Br", "C", "C", "Br", "H", "H", "H", "H", "Br", "C", "C", "Br", "H", "H", "H", "H", "Br", "C", "C", "Br", "H", "H", "H", "H", "Br", "C", "C", "Br", "H", "H", "H", "H", "Br", "C", "C", "Br", "H", "H", "H", "H"],
  "xyz": [[-5.943, -0.422, 1.633], [-4.087, 0.029, 1.874], [-3.995, 1.796, 2.068], [-3.131, -0.371, 0.205], [-3.133, 0.927, -0.839], [-1.714, 1.471, -0.879], [-3.180, -0.972, 3.246], [-2.238, -0.086, 4.252], [-1.157, 0.899, 3.513], [-1.426, 2.521, 3.818], [-0.741, 3.295, 2.682], [-6.485, -0.781, 2.625], [-6.533, 0.559, 1.295], [-6.121, -1.196, 0.742], [-3.682, -1.287, -0.270], [-2.032, -0.700, 0.499], [-3.944, 1.709, -0.514], [-3.442, 0.464, -1.895], [-1.131, 0.995, -1.609], [-1.694, 2.512, -0.982], [-3.903, -1.612, 3.944], [-2.458, -1.774, 2.736], [-2.895, 0.481, 5.059], [-1.596, -0.872, 4.882], [-1.007, 0.690, 2.359], [-0.092, 0.683, 4.006], [-0.863, 2.879, 4.808], [-2.559, 2.782, 3.945], [0.198, 2.808, 2.583], [-1.317, 3.080, 1.836], [-3.365, 1.473, 8.425], [-1.470, 1.524, 8.886], [-0.612, 1.074, 7.726], [-0.653, -0.866, 7.530], [-1.343, 0.914, 9.784], [-1.266, 2.571, 9.132], [0.439, 1.320, 7.907], [-0.921, 1.499, 6.767], [1.901, 0.727, 1.657], [3.157, 1.710, 0.534], [3.088, 3.195, 0.806], [1.513, 3.992, -0.022], [2.932, 1.447, -0.503], [4.143, 1.315, 0.799], [3.940, 3.709, 0.351], [3.048, 3.439, 1.871], [4.344, -0.127, -1.906], [3.690, -1.961, -2.031], [2.608, -2.086, -3.078], [0.911, -1.380, -2.427], [3.362, -2.252, -1.029], [4.566, -2.555, -2.308], [2.411, -3.138, -3.303], [2.839, -1.557, -4.007], [5.160, -2.303, 6.728], [4.296, -2.355, 4.979], [3.715, -1.008, 4.616], [2.053, -0.673, 5.580], [3.552, -3.155, 5.015], [5.090, -2.634, 4.279], [3.440, -0.981, 3.557], [4.386, -0.173, 4.835], [5.927, -0.429, -5.843], [6.370, 1.432, -5.462], [7.863, 1.620, -5.314], [8.487, 0.973, -3.584], [5.806, 1.719, -4.571], [5.995, 1.995, -6.322], [8.120, 2.683, -5.330], [8.444, 1.098, -6.080], [-2.344, -1.120, -3.857], [-3.653, -1.295, -5.292], [-4.804, -0.333, -5.103], [-6.029, -0.962, -3.723], [-3.962, -2.343, -5.317], [-3.102, -1.061, -6.209], [-5.407, -0.273, -6.014], [-4.486, 0.672, -4.815], [0.016, -1.803, -7.340], [-1.147, -3.352, -7.565], [-1.790, -3.360, -8.933], [-3.253, -2.074, -9.033], [-1.870, -3.331, -6.746], [-0.491, -4.220, -7.443], [-2.250, -4.331, -9.136], [-1.094, -3.116, -9.741]],
  "de_lowest_ev": 3.617,
  "smiles": "C[Si@](F)(CCN)CCCCN.BrCCBr.BrCCBr.BrCCBr.BrCCBr.BrCCBr.BrCCBr.BrCCBr",
  "energy_ev": -1016709.305,
  "multiplicity": 1,
  "homo_energy_ev": -8.350
}



(2)
{
  "formula": "C21H47N5O18",
  "method": "ωB97M-V/def2-TZVPD",
  "symbols": ["C", "N", "O", "O", "H", "H", "H", "C", "N", "O", "O", "H", "H", "H", "C", "N", "O", "O", "H", "H", "H", "C", "N", "O", "O", "H", "H", "H", "C", "N", "O", "O", "H", "H", "H", "C", "C", "O", "C", "C", "O", "H", "H", "H", "H", "H", "H", "H", "H", "C", "C", "O", "C", "C", "O", "H", "H", "H", "H", "H", "H", "H", "H", "C", "C", "O", "C", "C", "O", "H", "H", "H", "H", "H", "H", "H", "H", "C", "C", "O", "C", "C", "O", "H", "H", "H", "H", "H", "H", "H", "H"],
  "xyz": [[8.241, 13.733, -19.053], [8.242, 14.813, -18.024], [7.751, 15.888, -18.353], [8.645, 14.613, -16.895], [8.569, 12.785, -18.626], [8.800, 14.170, -19.881], [7.168, 13.631, -19.213], [11.887, 22.903, -19.916], [10.906, 23.435, -20.926], [9.935, 22.859, -21.167], [11.157, 24.510, -21.443], [12.711, 23.610, -19.826], [12.171, 21.902, -20.240], [11.387, 22.853, -18.949], [8.988, 24.093, -27.984], [7.651, 23.487, -28.330], [7.722, 22.443, -28.955], [6.713, 24.257, -28.235], [8.793, 25.017, -27.441], [9.409, 24.407, -28.940], [9.679, 23.527, -27.361], [16.829, 10.851, -15.223], [16.063, 11.409, -16.376], [16.558, 11.428, -17.466], [14.921, 11.704, -16.125], [16.971, 11.629, -14.473], [17.745, 10.495, -15.696], [16.233, 10.029, -14.827], [6.995, 10.025, -27.325], [8.107, 8.997, -27.351], [8.695, 8.758, -26.257], [8.389, 8.467, -28.435], [6.194, 9.573, -27.909], [7.434, 10.875, -27.848], [6.773, 10.293, -26.292], [8.778, 16.659, -24.178], [9.873, 16.561, -25.199], [10.959, 15.733, -24.766], [12.069, 16.231, -24.150], [13.156, 15.180, -24.088], [12.198, 17.397, -23.744], [7.913, 16.981, -24.757], [9.041, 17.253, -23.302], [8.487, 15.657, -23.863], [9.504, 16.005, -26.061], [10.318, 17.506, -25.512], [14.009, 15.736, -23.699], [13.384, 14.837, -25.097], [12.896, 14.262, -23.560], [21.816, 15.175, -18.228], [21.550, 16.648, -17.898], [20.294, 17.096, -18.392], [19.175, 17.204, -17.608], [17.862, 17.685, -18.208], [19.102, 16.790, -16.450], [22.736, 14.741, -17.837], [22.052, 15.067, -19.287], [20.896, 14.592, -18.195], [21.521, 16.684, -16.809], [22.300, 17.349, -18.265], [17.104, 16.949, -17.938], [17.954, 17.975, -19.254], [17.472, 18.537, -17.651], [4.414, 16.645, -31.355], [3.017, 16.431, -30.822], [2.633, 17.467, -29.836], [1.431, 17.615, -29.246], [1.480, 18.696, -28.156], [0.435, 16.981, -29.455], [4.506, 17.540, -31.970], [4.682, 15.886, -32.089], [5.054, 16.846, -30.495], [2.277, 16.424, -31.622], [2.938, 15.438, -30.378], [0.546, 19.223, -27.956], [2.258, 19.353, -28.546], [1.696, 18.189, -27.216], [22.698, 7.039, -19.303], [21.860, 7.131, -20.659], [21.371, 8.450, -20.911], [21.572, 8.996, -22.166], [20.597, 10.158, -22.348], [22.296, 8.539, -23.049], [23.255, 6.102, -19.312], [21.943, 7.126, -18.522], [23.334, 7.913, -19.165], [22.521, 6.840, -21.475], [21.102, 6.347, -20.685], [20.981, 10.651, -23.241], [20.495, 10.788, -21.465], [19.592, 9.776, -22.533]],
  "de_lowest_ev": 3.615,
  "smiles": "C[N+](=O)[O-].C[N+](=O)[O-].C[N+](=O)[O-].C[N+](=O)[O-].C[N+](=O)[O-].CCOC(C)=O.CCOC(C)=O.CCOC(C)=O.CCOC(C)=O",
  "energy_ev": -66828.494,
  "multiplicity": 1,
  "homo_energy_ev": -10.101
}



(3)
{
  "formula": "C21H47N5O2P2Sn",
  "method": "ωB97M-V/def2-TZVPD",
  "symbols": ["Sn", "C", "O", "C", "O", "P", "C", "H", "C", "H", "C", "H", "C", "P", "H", "H", "C", "H", "C", "H", "H", "H", "C", "H", "H", "H", "C", "H", "H", "H", "C", "H", "H", "H", "C", "H", "H", "H", "C", "H", "H", "H", "C", "H", "H", "H", "C", "H", "C", "H", "H", "C", "H", "H", "H", "C", "H", "H", "H", "C", "H", "H", "H", "C", "H", "H", "H", "H", "H", "N", "N", "N", "C", "N", "N", "H", "H", "H"],
  "xyz": [[-0.074, -0.181, 0.032], [0.868, -0.223, -2.120], [1.463, -0.139, -3.112], [0.656, 2.096, 0.447], [1.043, 3.187, 0.279], [-2.138, 0.835, -1.224], [-3.412, 1.579, -0.087], [-4.237, 1.931, -0.733], [-1.878, 2.093, -2.571], [-1.069, 2.706, -2.136], [-3.020, -0.589, -2.019], [-3.222, -1.252, -1.162], [2.447, -2.711, 0.396], [2.184, -0.963, 0.967], [3.315, -1.243, 3.082], [1.551, -3.220, 0.782], [3.780, -0.091, 0.529], [4.532, -0.889, 0.661], [-1.368, 1.511, -3.892], [-2.209, 1.258, -4.557], [-0.714, 0.640, -3.775], [-0.763, 2.283, -4.392], [-3.124, 2.963, -2.792], [-3.090, 3.383, -3.807], [-3.175, 3.789, -2.072], [-4.053, 2.379, -2.719], [-4.357, -0.202, -2.660], [-5.009, 0.367, -1.985], [-4.886, -1.132, -2.923], [-4.204, 0.371, -3.587], [-2.123, -1.353, -3.003], [-2.414, -2.413, -3.010], [-1.053, -1.313, -2.744], [-2.238, -0.967, -4.024], [-3.979, 0.525, 0.887], [-4.860, 0.031, 0.453], [-4.284, 1.000, 1.832], [-3.259, -0.271, 1.150], [-2.825, 2.788, 0.662], [-2.073, 2.444, 1.387], [-3.642, 3.279, 1.219], [-2.354, 3.532, 0.002], [3.695, -3.378, 0.994], [3.952, -3.027, 2.001], [4.563, -3.225, 0.338], [3.506, -4.460, 1.058], [2.436, -2.828, -1.128], [3.280, -2.295, -1.583], [1.723, 0.135, 3.507], [1.509, -2.455, -1.584], [2.534, -3.889, -1.399], [1.433, -2.360, 3.306], [0.647, 0.029, 3.730], [2.224, 0.344, 4.465], [1.837, 1.029, 2.871], [2.243, -1.133, 2.837], [1.092, -2.197, 4.339], [2.048, -3.269, 3.294], [0.527, -2.540, 2.701], [4.130, 1.073, 1.466], [3.412, 1.904, 1.384], [5.112, 1.467, 1.164], [4.204, 0.776, 2.518], [3.821, 0.399, -0.923], [3.449, -0.326, -1.652], [4.873, 0.609, -1.173], [3.259, 1.337, -1.055], [-0.179, -0.004, 1.935], [-1.487, 0.052, 1.031], [-0.042, 3.948, 4.600], [-0.570, 2.888, 3.922], [-1.587, 2.096, 4.426], [-1.649, 1.122, 3.552], [-0.706, 1.196, 2.611], [-0.016, 2.355, 2.813], [0.693, 4.439, 4.073], [-0.543, 4.222, 5.441], [-2.382, 0.343, 3.620]],
  "de_lowest_ev": 1.639,
  "energy_ev": -58442.114,
  "multiplicity": 1,
  "homo_energy_ev": -21.410,
  "charge": 4
}